No. 1
Entry from OMol25: a single C5H6O2 molecule at a distorted geometry (ωB97M-V/def2-TZVPD).

XYZ file:
```
13
Properties=species:S:1:pos:R:3:forces:R:3
O 2.650734 -1.009316 -0.391742 0.70 -0.54 -0.13
O -0.531587 -2.027246 -0.215044 -0.28 0.52 0.32
C -1.155445 -0.842575 0.161083 4.44 0.62 -1.47
C 0.139020 -0.544802 -0.033815 -0.03 -0.31 0.17
C 2.023004 1.396132 -0.198942 1.60 -0.99 -0.04
C 1.893841 -0.141516 -0.239067 -4.19 1.07 0.64
C -2.565784 -0.575884 0.339791 -0.12 4.10 -1.16
H -2.760664 0.437781 0.872083 0.53 -1.65 -0.91
H 2.245241 1.676735 0.883529 -0.68 -0.12 -1.45
H 1.093759 1.770246 -0.649362 0.44 0.30 0.57
H -2.888180 -1.315559 0.963054 -1.60 -2.16 1.38
H -3.082651 -0.502364 -0.666816 0.50 -0.52 1.23
H 2.938708 1.678365 -0.824755 -1.31 -0.31 0.85
```
Forces are in eV/Å.

## Properties
- ΔE to the lowest compared entry with this formula, charge and spin: 506.4 kJ/mol
- HOMO-LUMO gap: 8.33 eV
- Calculated total energy: -344.4090 Eh
- SMILES string: CC(=O)C1=C(C)O1
- Spin multiplicity: 1
- Lowest unoccupied orbital energy: 0.641 eV
- Charge: 0

***

No. 2
Entry from OMol25: a molecular structure, C5H6O2 at a distorted geometry (ωB97M-V/def2-TZVPD).

XYZ file:
```
13
Properties=species:S:1:pos:R:3:forces:R:3
O 0.535682 -0.832616 1.228097 0.41 0.97 0.03
O -1.482979 0.387218 0.158313 -0.29 0.34 -0.20
C 0.220693 -0.098391 -1.041787 0.19 0.18 -0.26
C 0.191146 -1.252240 -0.093389 0.23 0.30 -0.09
C -0.167010 0.967713 -0.021388 0.17 0.46 0.05
C -1.097931 -0.707293 -0.659492 -0.27 -0.07 -0.08
C 0.634450 0.658004 1.198665 -0.12 -0.52 -0.10
H -0.177702 2.029074 -0.260468 -0.18 -0.04 -0.31
H 0.547879 -2.213913 -0.479820 0.01 0.35 0.71
H 0.822122 -0.005595 -1.935489 -0.23 -0.02 -0.02
H 0.190618 1.171695 2.070975 0.02 -0.98 -0.05
H 1.656697 1.083910 1.088482 -0.21 -0.84 0.05
H -1.873663 -1.187570 -1.252697 0.26 -0.13 0.26
```
Forces are in eV/Å.

## Properties
- ΔE to the lowest compared entry with this formula, charge and spin: 297.7 kJ/mol
- HOMO-LUMO gap: 10.05 eV
- Calculated total energy: -344.4885 Eh
- Spin multiplicity: 1
- Lowest unoccupied orbital energy: 1.013 eV
- Charge: 0

***

No. 3
Entry from OMol25: a molecular structure, C5H6O2 at a distorted geometry (ωB97M-V/def2-TZVPD).

XYZ file:
```
13
Properties=species:S:1:pos:R:3:forces:R:3
O 0.790033 -0.912872 1.066415 -0.45 -0.17 -0.14
O -1.276419 0.859397 0.113137 -0.05 0.51 0.46
C 0.920200 0.192237 -0.763280 -0.57 0.13 -0.28
C 0.067863 1.169685 0.003067 0.31 0.62 -0.06
C -1.413740 -0.533181 0.020857 0.90 -0.10 0.12
C 1.177342 0.421345 0.707927 0.24 -0.05 -0.01
C 0.182866 -1.033620 -0.235769 -3.42 1.21 0.33
H 2.003918 0.872092 1.249016 -0.14 -0.11 -0.12
H 1.480052 0.400211 -1.671306 -0.17 -0.25 0.22
H -0.186463 -1.928942 -0.649129 1.73 -1.95 -0.63
H 0.202667 2.224653 -0.170333 0.20 0.16 0.10
H -1.650570 -1.006478 0.985697 0.06 0.26 -0.06
H -2.297748 -0.724527 -0.656301 1.36 -0.26 0.08
```
Forces are in eV/Å.

## Properties
- ΔE to the lowest compared entry with this formula, charge and spin: 385.3 kJ/mol
- HOMO-LUMO gap: 9.96 eV
- Calculated total energy: -344.4552 Eh
- Spin multiplicity: 1
- Lowest unoccupied orbital energy: 1.029 eV
- Charge: 0